# C36H38IrN2O3PS

C36H38IrN2O3PS as an isolated structure (ωB97M-V/def2-TZVPD, the Open Molecules 2025 dataset).

For the energy above the lowest of the compared OMol25 structures with the same formula, charge and spin, the calculation gives 4.3 kJ/mol. Its HOMO-LUMO gap (spin up / spin down) is 6.1 / 3.9 eV. As for the molar mass: 801.969 g mol⁻¹. As for the total energy: -2572.5210 Eh. Its lowest unoccupied orbital energy (spin up / spin down) is -9.1 / -13.2 eV. The total charge is +3. The spin multiplicity is 6. The HOMO energy (spin up / spin down) comes out at -15.13 / -17.08 eV.

Positions of all 82 atoms, in Å:
Ir1 -15.9648 -8.4111 10.3271
C1 -15.4856 -1.2577 10.2655
C2 -16.7281 -2.0024 10.5987
C3 -17.1591 -1.7236 12.0556
C4 -17.8297 -1.4839 9.6460
C5 -16.5416 -3.5151 10.4635
C6 -17.7181 -4.3346 10.5021
C7 -17.5617 -5.6746 10.3383
N1 -16.3573 -6.3092 10.2250
C8 -15.2185 -5.5466 10.1455
C9 -15.3046 -4.1166 10.2522
C10 -14.0158 -6.3425 9.9490
C11 -12.6873 -5.8406 10.0605
C12 -11.5782 -6.7010 10.0059
C13 -11.7957 -8.0811 9.7400
C14 -13.0873 -8.4761 9.5280
N2 -14.2078 -7.6755 9.7007
C15 -10.2012 -6.0642 10.0202
C16 -10.1229 -5.0773 8.8559
C17 -9.9532 -5.1621 11.2479
C18 -9.0844 -7.1025 9.9651
H1 -15.6116 -0.1707 10.3861
H2 -15.1960 -1.4234 9.2135
H3 -14.6254 -1.5526 10.8783
H4 -17.2955 -0.6508 12.2084
H5 -16.4028 -2.0769 12.7864
H6 -18.1015 -2.2073 12.2947
H7 -17.9337 -0.3758 9.7893
H8 -18.8200 -1.8650 9.9088
H9 -17.5818 -1.6979 8.5807
H10 -18.7316 -3.9254 10.6232
H11 -18.4398 -6.3106 10.2401
H12 -14.3952 -3.5444 10.1588
H13 -12.5453 -4.7746 10.2560
H14 -11.0198 -8.8240 9.8065
H15 -13.3067 -9.5179 9.2436
H16 -10.8454 -4.2667 8.9355
H17 -10.2404 -5.5168 7.8818
H18 -9.1548 -4.5555 8.8481
H19 -10.7746 -4.4462 11.3609
H20 -9.0161 -4.6157 11.1038
H21 -9.9009 -5.7662 12.1608
H22 -9.0942 -7.6505 8.9917
H23 -9.2210 -7.8516 10.7672
H24 -8.1081 -6.6074 10.0838
O1 -17.6495 -8.5019 11.4750
S1 -16.9517 -8.7334 12.8733
O2 -17.8116 -8.3003 13.9373
O3 -15.6058 -8.1520 12.7688
C19 -16.7802 -10.5478 12.8741
C20 -17.2034 -11.0904 14.0891
C21 -17.8248 -12.3245 14.0613
C22 -17.7759 -13.1004 12.9038
C23 -17.1010 -12.6467 11.7544
C24 -16.6959 -11.3222 11.7055
P1 -16.2133 -10.5678 10.0564
C25 -15.0082 -11.8222 9.4305
C26 -15.1347 -12.5630 8.2123
C27 -14.2820 -13.6553 8.0083
C28 -13.1778 -13.8432 8.8477
C29 -12.9881 -12.9962 9.9530
C30 -13.9126 -11.9980 10.2553
C31 -17.7587 -10.6640 9.0340
C32 -17.6186 -10.3013 7.7109
C33 -18.7252 -10.3680 6.8522
C34 -20.0070 -10.6621 7.3684
C35 -20.1644 -10.8940 8.7223
C36 -19.0404 -10.9298 9.5657
H25 -17.0778 -10.5043 14.9787
H26 -18.3868 -12.6316 14.9288
H27 -18.1355 -14.1146 12.8853
H28 -16.8874 -13.3468 10.9292
H29 -15.9148 -12.3176 7.4583
H30 -14.4157 -14.3323 7.1732
H31 -12.4527 -14.6301 8.6447
H32 -12.1533 -13.1602 10.6058
H33 -13.7957 -11.3321 11.1365
H34 -16.6277 -10.0328 7.3031
H35 -18.6238 -10.1750 5.7903
H36 -20.9030 -10.6829 6.7386
H37 -21.1394 -11.1425 9.1356
H38 -19.1882 -11.0406 10.6405